--- P ---
23
Properties=species:S:1:pos:R:3:lowdin_charge:R:1 method="wB97M-V/def2-TZVPD" multiplicity=1 lumo_energy_ev=0.71 smiles="C/C=C/c1cc[nH]c1.O.O"
C -3.14 -0.66 0.45 -0.127
C -1.78 -0.51 0.04 -0.184
C -1.26 0.64 -0.41 -0.115
C 0.09 0.61 -0.77 -0.303
C 1.20 0.41 0.17 -0.029
C 2.30 0.94 -0.43 -0.133
N 1.94 1.44 -1.67 0.019
C 0.66 1.04 -1.92 -0.102
H -3.28 -0.84 1.57 0.099
H -3.61 0.33 0.38 0.081
H -3.64 -1.44 0.00 0.047
H -0.89 -1.31 0.17 0.162
H -1.85 1.58 -0.57 0.135
H 1.13 -0.07 1.13 0.088
H 3.26 1.10 -0.10 0.078
H 2.30 1.95 -2.43 0.125
H 0.07 1.28 -2.84 0.140
O -0.63 0.27 2.94 -0.044
H -0.55 -0.34 3.71 0.062
H -0.31 1.11 3.22 0.017
O 2.47 -2.75 -1.09 -0.030
H 2.84 -2.90 -0.23 0.018
H 2.69 -1.88 -1.34 -0.003

--- Q ---
23
Properties=species:S:1:pos:R:3:lowdin_charge:R:1 method="wB97M-V/def2-TZVPD" multiplicity=1 lumo_energy_ev=0.59 smiles="[H]/N=C1/C[C@H]1C.COC(C)=O"
H 2.45 -1.92 0.71 0.050
N 2.60 -0.97 1.05 0.138
C 1.93 -0.13 0.40 -0.377
C 1.59 1.27 0.26 -0.040
C 0.91 0.19 -0.62 -0.296
C 1.21 0.13 -2.10 -0.058
H 2.31 1.91 -0.23 0.110
H 1.03 1.78 1.04 0.084
H -0.02 -0.68 -0.27 0.128
H 0.48 0.74 -2.65 0.069
H 2.21 0.51 -2.32 0.081
H 1.14 -0.89 -2.47 0.084
C -1.63 -1.74 1.09 -0.105
O -1.24 -1.18 -0.16 -0.199
C -1.39 0.47 -0.47 -0.387
C -1.61 1.23 0.79 0.005
O -1.71 0.73 -1.58 0.157
H -0.98 -1.41 1.91 0.085
H -1.55 -2.83 1.00 0.092
H -2.66 -1.49 1.32 0.088
H -1.00 0.87 1.61 0.082
H -1.41 2.28 0.60 0.103
H -2.66 1.12 1.07 0.105

Relative stability in hartree, measured from the most stable structure: P 0.0000; Q 0.0853

--- P ---
16
Properties=species:S:1:pos:R:3:lowdin_charge:R:1 method="wB97M-V/def2-TZVPD" multiplicity=1 lumo_energy_ev=1.02 smiles=c1ccn2cccc2c1
C -1.66 1.65 0.08 -0.073
C -0.82 1.60 1.30 -0.083
C 0.12 0.62 1.48 -0.107
N 0.56 -0.22 0.56 -0.072
C 1.43 -1.21 0.45 -0.123
C 1.38 -1.81 -0.84 -0.137
C 0.36 -1.24 -1.55 -0.048
C -0.21 -0.16 -0.64 -0.169
C -1.16 0.82 -0.93 -0.063
H -2.43 2.43 -0.09 0.105
H -1.24 2.05 2.22 0.106
H 0.78 0.61 2.45 0.161
H 2.20 -1.64 1.22 0.154
H 1.91 -2.57 -1.32 0.074
H -0.05 -1.91 -2.55 0.166
H -1.63 0.93 -1.90 0.108

--- Q ---
16
Properties=species:S:1:pos:R:3:lowdin_charge:R:1 method="wB97M-V/def2-TZVPD" multiplicity=1 lumo_energy_ev=0.74 smiles="C#C[C@@H]1CCC=C1C#N"
C 1.89 1.22 1.92 0.131
C 0.93 0.67 1.42 -0.104
C -0.22 -0.01 0.84 -0.282
C -0.25 -1.53 1.05 -0.137
C -0.95 -2.10 -0.21 -0.159
C -0.78 -1.01 -1.25 -0.006
C -0.37 0.11 -0.68 -0.211
C -0.12 1.32 -1.41 -0.168
N 0.15 2.29 -1.99 0.155
H 2.76 1.72 2.31 0.035
H -1.13 0.42 1.30 0.159
H 0.79 -1.91 1.07 0.122
H -0.71 -1.84 2.00 0.120
H -0.53 -3.05 -0.52 0.109
H -2.01 -2.25 -0.02 0.114
H -1.02 -1.15 -2.29 0.122

Relative stability in hartree, measured from the most stable structure: P 0.0052; Q 0.0000

--- P ---
40
Properties=species:S:1:pos:R:3:lowdin_charge:R:1 method="wB97M-V/def2-TZVPD" multiplicity=1 lumo_energy_ev=0.35 smiles="CCc1ccc(C(=O)COC(=O)c2ccccc2OC)cc1"
C 1.90 2.27 -0.93 -0.081
C 0.87 3.13 -0.21 -0.203
C -0.16 2.25 0.45 -0.236
C 0.00 1.83 1.77 -0.028
C -0.89 0.95 2.34 -0.006
C -1.96 0.45 1.60 -0.165
C -2.80 -0.61 2.19 -0.334
O -3.23 -0.59 3.31 0.123
C -3.05 -1.82 1.27 -0.069
O -2.20 -1.86 0.14 -0.028
C -0.88 -1.92 0.42 -0.415
O -0.47 -2.09 1.53 0.150
C -0.05 -1.68 -0.79 -0.037
C -0.66 -1.27 -1.98 -0.015
C 0.10 -0.98 -3.10 -0.076
C 1.48 -1.11 -3.05 -0.073
C 2.09 -1.52 -1.88 0.000
C 1.34 -1.81 -0.75 -0.222
O 2.00 -2.27 0.36 -0.089
C 2.41 -1.28 1.28 -0.063
C -2.15 0.90 0.29 -0.021
C -1.26 1.80 -0.27 -0.024
H 2.41 1.62 -0.23 0.063
H 1.41 1.64 -1.68 0.065
H 2.63 2.90 -1.43 0.072
H 1.37 3.75 0.54 0.110
H 0.38 3.79 -0.92 0.111
H 0.84 2.19 2.34 0.118
H -0.76 0.61 3.36 0.128
H -4.07 -1.78 0.89 0.145
H -2.93 -2.73 1.88 0.145
H -1.73 -1.18 -2.01 0.118
H -0.39 -0.67 -4.01 0.104
H 2.08 -0.88 -3.92 0.108
H 3.17 -1.63 -1.83 0.124
H 2.88 -1.81 2.10 0.097
H 3.12 -0.59 0.82 0.086
H 1.55 -0.71 1.66 0.074
H -3.00 0.56 -0.28 0.125
H -1.41 2.14 -1.28 0.119

--- Q ---
40
Properties=species:S:1:pos:R:3:lowdin_charge:R:1 method="wB97M-V/def2-TZVPD" multiplicity=1 lumo_energy_ev=-0.43 smiles="COC1=CC(=O)C(C(=O)/C=C/c2ccccc2)=C(O)C1(C)C"
C 3.35 2.81 -2.92 -0.055
O 2.21 3.45 -2.32 -0.081
C 1.35 2.60 -1.66 -0.212
C 1.77 1.74 -0.72 0.057
C 0.87 0.93 -0.01 -0.376
O 1.36 0.28 0.91 0.067
C -0.54 0.78 -0.40 -0.008
C -1.44 -0.19 0.18 -0.314
O -2.63 0.12 0.37 0.052
C -0.93 -1.45 0.76 0.012
C -1.59 -2.18 1.74 0.029
C -1.03 -3.36 2.46 -0.214
C -1.83 -4.25 3.16 -0.041
C -1.30 -5.37 3.85 -0.089
C 0.06 -5.61 3.86 -0.084
C 0.91 -4.73 3.11 -0.062
C 0.35 -3.64 2.44 -0.034
C -1.01 1.68 -1.38 -0.137
O -2.33 1.65 -1.72 0.093
C -0.13 2.79 -1.91 -0.385
C -0.41 2.99 -3.41 -0.005
C -0.57 4.04 -1.11 0.007
H 3.77 3.52 -3.63 0.090
H 3.10 1.91 -3.48 0.095
H 4.15 2.58 -2.20 0.093
H 2.79 1.68 -0.44 0.124
H 0.02 -1.80 0.46 0.084
H -2.57 -1.85 2.05 0.113
H -2.92 -4.11 3.21 0.112
H -1.96 -6.04 4.38 0.095
H 0.45 -6.44 4.44 0.100
H 1.98 -4.91 3.05 0.098
H 0.99 -2.94 1.93 0.104
H -2.79 1.14 -1.01 0.090
H 0.09 3.90 -3.79 0.097
H -1.49 3.12 -3.56 0.091
H -0.10 2.12 -3.96 0.087
H -0.53 3.79 -0.04 0.105
H -1.60 4.36 -1.37 0.102
H 0.10 4.89 -1.30 0.099

Relative stability in hartree, measured from the most stable structure: P 0.0000; Q 0.0566

--- P ---
9
Properties=species:S:1:pos:R:3:lowdin_charge:R:1 method="wB97M-V/def2-TZVPD" multiplicity=1 lumo_energy_ev=4.33 charge=-1 smiles="C[S@](=N)(=O)[O-]"
C 0.16 -0.37 0.38 -0.219
S 0.83 0.25 -1.28 0.456
N -0.57 1.19 -1.62 -0.316
O 1.00 -0.85 -2.24 -0.462
O 2.09 0.90 -0.87 -0.444
H 0.87 -0.66 1.18 0.037
H -0.47 0.51 0.55 -0.004
H -0.69 -1.08 0.13 0.045
H -1.13 0.51 -2.12 -0.093

--- Q ---
9
Properties=species:S:1:pos:R:3:lowdin_charge:R:1 method="wB97M-V/def2-TZVPD" multiplicity=1 lumo_energy_ev=4.27 charge=-1 smiles="C[S@](=N)(=O)[O-]"
C -0.39 0.15 1.10 -0.200
S 0.47 -0.21 -0.47 0.355
N -0.58 0.35 -1.48 -0.294
O 0.66 -1.67 -0.48 -0.455
O 1.74 0.52 -0.39 -0.455
H 0.23 -0.19 1.92 0.036
H -0.55 1.22 1.14 0.032
H -1.34 -0.38 1.08 0.032
H -0.23 0.21 -2.42 -0.053

Relative stability in hartree, measured from the most stable structure: P 0.0363; Q 0.0000

--- P ---
16
Properties=species:S:1:pos:R:3:mulliken_spin:R:1 method="wB97M-V/def2-TZVPD" multiplicity=2 lumo_energy_ev="0.84 / -3.36" s_squared=0.76
O -1.75 -0.23 0.74 0.345
C -1.19 -1.34 1.01 -0.006
O 0.00 -1.60 1.06 0.058
H -1.93 -2.16 1.20 0.048
C 0.84 1.37 0.74 0.050
N 0.57 1.69 -0.61 0.370
C 0.25 0.53 -1.45 0.020
N 1.19 -0.53 -1.46 0.012
H 0.90 2.28 1.34 0.004
H 0.07 0.65 1.14 0.051
H 1.79 0.86 0.82 0.011
H -0.16 2.39 -0.69 -0.012
H 0.07 0.88 -2.46 0.004
H -0.70 0.13 -1.01 0.041
H 2.09 -0.33 -1.85 0.007
H 1.23 -1.04 -0.58 -0.004

--- Q ---
16
Properties=species:S:1:pos:R:3:mulliken_spin:R:1 method="wB97M-V/def2-TZVPD" multiplicity=2 lumo_energy_ev="0.27 / 0.23" s_squared=0.75
N 1.44 -2.16 0.36 0.001
C 0.65 -1.19 0.90 0.048
O -0.68 -1.35 0.65 0.004
O 1.05 -0.25 1.54 -0.024
H 2.43 -2.01 0.40 0.002
H 1.06 -2.75 -0.36 -0.001
H -0.95 -2.26 0.83 0.000
C -0.53 1.84 -1.49 0.516
C -1.63 1.09 -1.86 0.385
N -0.21 1.91 -0.06 0.284
H 0.15 2.40 -2.11 -0.097
H -2.11 1.26 -2.82 0.018
H -2.02 0.29 -1.26 -0.027
H -1.09 2.03 0.49 -0.032
H 0.24 1.07 0.33 -0.040
H 0.41 2.69 0.18 -0.036

Relative stability in hartree, measured from the most stable structure: P 0.0000; Q 0.0245

--- P ---
11
Properties=species:S:1:pos:R:3:lowdin_charge:R:1 method="wB97M-V/def2-TZVPD" multiplicity=1 lumo_energy_ev=1.30 smiles="C=C.C"
C 1.78 0.70 3.43 -0.083
C 1.73 -0.54 3.91 -0.086
H 1.03 1.48 3.42 0.040
H 2.67 1.08 2.93 0.043
H 1.10 -0.91 4.72 0.041
H 2.22 -1.42 3.49 0.045
C -2.11 -0.09 -4.38 -0.053
H -3.11 -0.50 -4.32 0.014
H -1.61 -0.13 -3.41 0.012
H -2.25 0.93 -4.72 0.012
H -1.44 -0.60 -5.08 0.015

--- Q ---
11
Properties=species:S:1:pos:R:3:lowdin_charge:R:1 method="wB97M-V/def2-TZVPD" multiplicity=1 lumo_energy_ev=1.28 smiles=CCC
C 0.27 0.18 1.25 -0.123
C -0.44 0.46 -0.09 -0.328
C 0.03 -0.43 -1.24 -0.106
H 1.16 0.90 1.29 0.080
H -0.42 0.47 2.10 0.086
H 0.70 -0.87 1.26 0.079
H -1.47 0.20 -0.07 0.089
H -0.26 1.42 -0.25 0.042
H 1.12 -0.53 -1.30 0.075
H -0.41 -0.35 -2.13 0.010
H -0.28 -1.44 -0.81 0.095

Relative stability in hartree, measured from the most stable structure: P 0.0277; Q 0.0000